No. 1
{
  "formula": "C5H9N",
  "method": "wB97M-V/def2-TZVPD",
  "charge": 0,
  "homo_lumo_gap_ev": 8.8,
  "homo_energy_ev": -7.75,
  "relative_energy_kcal_mol": 26.8,
  "energy_ev": -6819.831,
  "lumo_ha": 0.03685,
  "smiles": "C=C/C(C)=C/N",
  "elements": ["C", "C", "C", "C", "C", "N", "H", "H", "H", "H", "H", "H", "H", "H", "H"],
  "xyz": [[2.3464, -0.1888, 0.6783], [1.1230, 0.3030, 0.9362], [-0.0504, 0.2372, 0.0685], [0.0415, 0.3575, -1.4438], [-1.2235, -0.0584, 0.6522], [-2.4300, -0.2982, -0.0198], [2.5493, -0.6318, -0.2887], [3.1178, -0.0099, 1.4092], [1.0593, 0.8184, 1.8924], [-0.5873, -0.3950, -1.9135], [-0.2248, 1.3645, -1.7561], [1.0715, 0.1674, -1.7443], [-1.3320, -0.0829, 1.7330], [-2.3222, -0.9329, -0.7873], [-3.1384, -0.6501, 0.5837]],
  "forces_ev_per_a": [[-1.1, 0.8, -0.3], [1.4, 0.1, 0.1], [-0.8, -0.4, 0.0], [0.6, -0.4, 0.9], [-0.1, 0.4, 0.1], [0.4, 0.2, -0.1], [0.3, -0.2, 0.2], [0.3, -0.3, -0.1], [-0.5, -0.1, 0.0], [-0.1, 0.2, -0.3], [-0.2, 0.0, -0.2], [-0.1, 0.1, -0.2], [0.3, 0.0, 0.0], [0.0, -0.1, -0.5], [-0.5, -0.2, 0.4]]
}

=====

No. 2
{
  "formula": "C54H51I2N5NaO4P2",
  "method": "wB97M-V/def2-TZVPD",
  "charge": -1,
  "homo_lumo_gap_ev": [4.1, 5.6],
  "homo_energy_ev": [-2.41, -3.85],
  "relative_energy_kcal_mol": 0.0,
  "energy_ev": -111660.280,
  "lumo_ha": [0.06268, 0.06277],
  "elements": ["Na", "C", "C", "O", "C", "C", "C", "N", "N", "C", "O", "C", "C", "C", "C", "C", "C", "H", "H", "H", "H", "H", "H", "H", "H", "H", "H", "H", "H", "C", "C", "C", "C", "C", "O", "C", "N", "C", "C", "C", "C", "C", "C", "P", "C", "C", "C", "C", "C", "C", "C", "C", "C", "C", "C", "C", "H", "H", "H", "H", "H", "H", "H", "H", "H", "H", "H", "H", "H", "H", "H", "H", "H", "H", "H", "H", "H", "H", "H", "H", "O", "N", "I", "I", "N", "P", "C", "C", "C", "C", "C", "C", "C", "C", "C", "C", "C", "C", "C", "C", "C", "C", "C", "C", "H", "H", "H", "H", "H", "H", "H", "H", "H", "H", "H", "H", "H", "H", "H"],
  "xyz": [[0.7944, 0.3388, 1.2937], [3.6400, 3.1874, 2.9394], [3.2533, 1.7972, 2.5164], [2.0448, 1.4573, 2.5169], [4.3442, 0.8879, 2.2127], [4.2334, -0.4994, 2.1508], [5.3276, -1.4524, 1.8848], [3.0000, -1.0028, 2.3402], [2.8791, -2.1836, 2.7827], [1.6053, -2.2976, 3.3699], [0.8042, -1.3515, 3.3033], [1.3131, -3.6866, 3.8423], [0.0962, -4.0020, 4.4972], [-0.2976, -5.3375, 4.7026], [0.5392, -6.3345, 4.2797], [1.8377, -6.0484, 3.8498], [2.2007, -4.7359, 3.6211], [3.7221, 3.8623, 2.0626], [4.6245, 3.1966, 3.4167], [2.8622, 3.6086, 3.6126], [5.3653, 1.3359, 2.1580], [6.3168, -0.9777, 1.9866], [5.2027, -1.9275, 0.9061], [5.2438, -2.2742, 2.6141], [-0.6012, -3.1819, 4.6925], [-1.2747, -5.4939, 5.1378], [0.2067, -7.3698, 4.3432], [2.5391, -6.8416, 3.5693], [3.1843, -4.5323, 3.2433], [2.1164, 4.9062, -2.1164], [1.8082, 3.8930, -1.0354], [2.7080, 2.6284, -1.1987], [0.3296, 3.4554, -1.0899], [-0.7098, 4.5720, -1.3963], [-1.4788, 4.6492, -0.1368], [-1.1105, 3.5742, 0.6562], [-0.0994, 2.8567, 0.2217], [-1.8690, 3.5790, 1.9318], [-1.9060, 4.8639, 2.4930], [-2.6184, 5.0895, 3.6654], [-3.3489, 4.0450, 4.2431], [-3.3793, 2.7823, 3.6725], [-2.6066, 2.5251, 2.5245], [-2.7099, 0.8151, 1.8368], [-4.1655, 0.7996, 0.7593], [-4.7610, 1.9279, 0.1818], [-5.5613, 1.8104, -0.9579], [-5.7085, 0.5581, -1.5739], [-5.2421, -0.5707, -0.9607], [-4.4565, -0.4461, 0.1739], [-3.2828, -0.2101, 3.2174], [-2.4460, -0.2032, 4.3406], [-2.5526, -1.1768, 5.3570], [-3.4923, -2.1611, 5.2521], [-4.3739, -2.1494, 4.1817], [-4.3171, -1.1590, 3.2140], [3.2026, 5.1591, -2.0975], [1.5917, 5.8875, -1.9480], [1.9136, 4.5443, -3.1391], [1.9676, 4.3571, -0.0624], [2.7885, 2.3567, -2.2545], [2.3105, 1.7998, -0.6145], [3.7687, 2.7828, -0.8300], [0.2385, 2.6716, -1.8567], [-1.3887, 4.2440, -2.1806], [-0.3165, 5.5824, -1.6565], [-1.3688, 5.6807, 2.0093], [-2.6499, 6.0954, 4.0671], [-3.8911, 4.2454, 5.1759], [-4.0306, 1.9984, 4.0302], [-4.5829, 2.9302, 0.5512], [-6.0438, 2.7144, -1.3610], [-6.2196, 0.4941, -2.5267], [-5.4314, -1.5654, -1.3763], [-3.9069, -1.3261, 0.5038], [-1.6411, 0.5335, 4.4457], [-1.8256, -1.1405, 6.1614], [-3.5723, -2.9323, 6.0447], [-5.1392, -2.9005, 4.1067], [-5.0755, -1.1444, 2.4604], [-1.4764, 0.2143, -1.8298], [-0.3777, -0.1640, -1.2193], [-1.7205, -3.2722, 1.0222], [-3.7706, -4.5222, -0.2626], [0.6589, -0.5139, -1.7699], [0.8828, -1.0397, -3.4439], [-0.4045, -2.0667, -4.0502], [-1.1361, -1.8030, -5.2404], [-2.3035, -2.4981, -5.5002], [-2.7333, -3.4868, -4.6239], [-1.9726, -3.9068, -3.5358], [-0.7907, -3.2027, -3.2583], [1.0606, 0.4090, -4.3466], [-0.0788, 1.2141, -4.5763], [0.0412, 2.4561, -5.2039], [1.2755, 2.8687, -5.6838], [2.3813, 1.9995, -5.6232], [2.3257, 0.8050, -4.9025], [2.3737, -1.9548, -3.1492], [3.3429, -1.5573, -2.1807], [4.5303, -2.2919, -2.0298], [4.7653, -3.4086, -2.7707], [3.8325, -3.8260, -3.7454], [2.6427, -3.1169, -3.9148], [-0.8155, -1.0326, -5.9435], [-2.9059, -2.2941, -6.3720], [-3.7226, -3.9172, -4.7892], [-2.3465, -4.6708, -2.8443], [-0.2275, -3.5028, -2.3664], [-1.0611, 0.9628, -4.1884], [-0.8091, 3.1011, -5.2833], [1.4152, 3.8273, -6.1336], [3.3197, 2.3234, -6.0539], [3.2202, 0.2105, -4.7220], [3.1641, -0.7414, -1.5131], [5.2670, -1.9223, -1.2928], [5.6755, -3.9786, -2.6263], [4.0748, -4.6629, -4.3678], [1.9319, -3.5015, -4.6201]],
  "forces_ev_per_a": [[-0.7, -0.7, -0.1], [-0.2, 1.0, 0.0], [-0.8, -1.4, 0.2], [1.7, 1.6, 0.2], [0.9, 0.4, -0.1], [-0.9, 0.3, -0.6], [1.1, -0.4, 0.7], [0.0, 2.1, -0.6], [-0.1, -1.7, 1.4], [-0.4, 0.7, -1.9], [-0.1, -1.5, 1.0], [-1.2, -0.2, 1.2], [0.2, 0.3, -0.9], [0.1, 1.9, -0.2], [0.6, -1.2, 0.4], [-0.4, -0.2, -0.5], [0.3, 0.0, 0.0], [-0.2, -0.3, 0.3], [-0.2, 0.0, 0.1], [0.5, -0.3, -0.4], [-0.9, -0.4, 0.0], [-0.3, -0.2, -0.3], [0.1, 0.2, 0.1], [0.1, 0.3, -0.2], [0.2, -0.3, 0.0], [0.0, -0.3, -0.1], [0.1, 0.1, 0.0], [-0.4, 0.2, 0.2], [0.2, 0.2, -0.2], [0.8, 1.3, -0.2], [-0.1, -0.9, -0.2], [0.9, 0.8, 0.7], [-0.2, -0.2, 0.2], [-0.1, -0.2, 1.2], [0.3, -0.3, -0.6], [2.3, -0.9, -2.0], [-2.1, 1.5, 0.5], [-0.2, 0.0, 0.3], [-0.2, -0.1, 0.6], [0.0, -0.4, -0.4], [-0.1, 0.5, 0.6], [0.6, 0.8, -0.7], [-0.6, 0.1, 0.0], [0.5, -0.2, -0.6], [-0.1, 0.1, -1.2], [-0.3, 0.0, -0.2], [0.2, -0.1, 0.0], [-0.9, 1.3, -0.1], [0.3, -0.7, 0.2], [0.7, -0.1, 0.1], [0.3, -0.1, 1.3], [0.4, -0.6, 0.5], [0.8, 1.4, -0.8], [-0.5, -1.1, 0.7], [-0.2, 0.3, 0.1], [0.5, 0.1, 0.1], [-0.6, -0.2, 0.0], [0.4, -1.0, -0.3], [-0.2, 0.0, 0.4], [0.1, 0.0, 0.2], [-0.2, -0.1, 0.0], [-0.1, -0.1, -0.1], [-1.1, 0.1, -0.4], [0.0, 0.1, 0.2], [-0.2, 0.1, 0.0], [-0.3, -0.8, 0.5], [-0.2, -0.3, 0.2], [0.0, -0.1, 0.2], [0.0, -0.1, -0.5], [0.1, 0.1, 0.3], [0.1, 0.0, 0.3], [0.4, -0.5, 0.0], [-0.2, 0.0, 0.1], [0.3, 0.4, 0.1], [-0.2, 0.0, 0.1], [-0.2, -0.3, -0.2], [-0.2, -0.1, 0.1], [0.1, 0.4, -0.7], [-0.2, -0.2, 0.0], [-0.1, -0.1, -0.5], [2.9, -1.5, 0.5], [-4.5, 2.7, 0.7], [2.6, 1.5, 1.5], [-2.6, -1.5, -1.6], [2.2, -1.9, -1.9], [-1.2, 0.0, 3.6], [-1.2, -1.9, -0.7], [0.5, 0.3, 0.6], [0.2, -0.3, 0.3], [-0.5, -0.3, 0.1], [0.4, 0.8, -0.1], [-0.1, 0.6, -0.1], [1.0, 1.9, -2.5], [0.3, 0.4, 0.2], [0.8, -0.5, 0.2], [0.5, -1.2, -0.1], [-0.2, 0.2, 0.7], [-1.5, 0.3, 0.2], [1.7, -0.8, 0.0], [-0.4, -0.9, -0.9], [-0.4, 1.5, 1.0], [-0.3, -1.0, -1.3], [0.2, 1.0, 0.9], [0.7, 0.3, 0.5], [0.0, -0.1, 0.3], [0.1, 0.2, -0.1], [0.3, -0.1, 0.0], [0.3, 0.3, -0.3], [-0.1, 0.4, -0.3], [0.2, -0.4, 0.2], [-0.4, 0.2, 0.0], [-0.1, 0.5, -0.3], [0.1, 0.0, 0.0], [-0.3, 0.0, -0.2], [-0.2, 0.5, 0.0], [-0.5, -0.4, -0.5], [0.0, 0.0, -0.1], [-0.1, -0.4, -0.2], [-0.3, 0.1, -0.3]]
}

=====

No. 3
{
  "formula": "C4H15NO2",
  "method": "wB97M-V/def2-TZVPD",
  "charge": -1,
  "homo_lumo_gap_ev": [2.9, 9.6],
  "homo_energy_ev": [0.63, -6.10],
  "relative_energy_kcal_mol": 1.9,
  "energy_ev": -9975.356,
  "multiplicity": 2,
  "s2": 0.7504,
  "lumo_ha": [0.12988, 0.12898],
  "elements": ["C", "C", "C", "C", "N", "H", "H", "H", "H", "H", "H", "H", "H", "H", "H", "H", "H", "H", "O", "H", "H", "O"],
  "xyz": [[0.0068, 1.4995, -1.0264], [1.1265, 0.7212, -0.3689], [2.1576, 1.6818, 0.2354], [0.6377, -0.1780, 0.7714], [-1.0086, 0.6967, -1.7233], [0.3315, 2.2413, -1.7556], [-0.5660, 2.1074, -0.3155], [1.5643, 0.0563, -1.1196], [3.2131, 1.4397, 0.3592], [1.7955, 2.0481, 1.1975], [2.2247, 2.5802, -0.4033], [0.3894, 0.3503, 1.7038], [-0.2171, -0.7680, 0.4788], [1.4398, -0.7836, 1.2032], [-1.2674, -0.1415, -1.2151], [-0.6908, 0.4526, -2.6510], [-2.4324, -1.9388, 0.6410], [-3.3512, -1.6933, -0.4844], [-2.9983, -1.2158, 0.2742], [-0.5814, -2.7167, 2.0587], [-0.8672, -3.7087, 1.0109], [-0.9066, -2.7310, 1.1288]],
  "forces_ev_per_a": [[-1.4, 0.0, -0.2], [0.8, -0.2, 1.2], [0.1, 1.6, -0.7], [0.1, 0.3, 0.5], [0.2, 0.2, -0.2], [0.6, -0.1, -0.1], [0.4, -0.1, 0.5], [0.2, 0.2, -0.1], [-0.2, -0.9, 0.0], [0.0, -0.1, 0.1], [-0.1, 0.0, 0.1], [-0.5, 0.6, -0.5], [0.1, -0.4, 0.2], [0.0, -0.5, -0.8], [-0.1, 0.0, 0.1], [0.1, -0.3, 0.1], [0.2, 0.6, 0.4], [-0.3, 0.3, -0.2], [0.1, -0.7, -0.2], [-0.1, 0.4, 0.0], [-0.2, 0.0, -0.4], [0.3, -0.9, 0.4]]
}